{
  "formula": "C5H12CuNO3",
  "method": "ωB97M-V/def2-TZVPD",
  "total_charge": -2,
  "e_above_lowest_ev": 0.0000,
  "gap_ha": 0.1878,
  "symbols": ["Cu", "C", "O", "H", "H", "H", "O", "H", "O", "H", "C", "C", "C", "C", "N", "H", "H", "H", "H", "H", "H", "H"],
  "xyz": [[-2.656372, 14.614131, -16.311404], [-2.331879, 11.470819, -14.806645], [-2.515267, 12.194277, -15.944420], [-2.680693, 10.417735, -14.917573], [-1.282264, 11.402493, -14.438986], [-2.861623, 11.810728, -13.881166], [-1.555589, 16.312047, -17.301386], [-0.827216, 16.582530, -16.733376], [-4.369617, 14.616439, -17.794289], [-4.471525, 13.731664, -18.152851], [-6.794235, 14.839148, -14.167723], [-6.296701, 13.722985, -15.090253], [-4.928954, 13.157278, -14.697276], [-3.976530, 14.183159, -14.282460], [-3.278177, 15.054516, -14.004391], [-7.892430, 14.848202, -14.137272], [-6.528025, 15.876631, -14.371763], [-6.528833, 14.672311, -13.115969], [-6.250474, 14.134828, -16.102274], [-7.124445, 13.012946, -15.130138], [-4.414206, 12.662178, -15.533097], [-5.083664, 12.421470, -13.905056]],
  "atomic_forces_ev_per_a": [[-0.1, 0.5, -1.4], [0.0, 0.1, -0.4], [0.1, 0.2, 0.5], [0.1, -0.3, 0.0], [0.2, 0.0, -0.1], [-0.2, 0.2, 0.0], [-0.2, -0.7, 0.6], [0.1, 0.0, 0.1], [0.0, 0.1, 0.7], [0.1, -0.2, 0.0], [-0.9, 0.1, 1.0], [-0.3, 1.5, -0.4], [-0.8, -0.5, -0.1], [-0.6, -0.2, -0.5], [0.4, 0.4, 0.5], [0.0, 0.0, -0.2], [0.5, -0.2, -0.4], [0.2, -0.1, -0.1], [0.4, 0.0, -0.1], [0.5, -0.7, 0.2], [0.0, -0.1, -0.1], [0.3, 0.1, 0.2]],
  "lowdin_charge": [0.28, -0.45, -0.39, 0.03, 0.04, 0.03, -0.53, -0.18, -0.50, -0.15, -0.14, -0.25, -0.21, -0.28, 0.16, 0.05, 0.07, 0.06, 0.08, 0.09, 0.09, 0.11]
}